C20H43NO2Si | ωB97M-V/def2-TZVPD

The geometry in XYZ format:
```
67
Properties=species:S:1:pos:R:3:forces:R:3:mulliken_charge:R:1
C 0.3660 -1.7354 4.7878 -0.2 0.5 -0.9 -1.02
C -0.0431 -0.2395 4.2884 1.3 -1.4 0.1 -0.44
C 0.3866 -0.1427 2.7516 0.0 0.6 0.5 -0.45
C -0.0416 1.2674 2.0440 1.7 -1.0 0.3 0.41
C 1.3453 1.8399 1.3923 -1.6 0.7 -0.5 -0.74
Si -1.2345 0.8810 0.5990 -1.1 -0.2 0.7 -0.22
C -2.6988 -0.2823 1.1408 -1.2 -0.2 -0.4 -0.45
C -2.9068 -1.5172 0.1195 -0.2 -0.6 0.2 -0.88
C -2.0544 -2.8190 0.5032 0.6 1.0 -0.6 0.16
C -1.7601 -3.7870 -0.7640 -0.6 -0.4 2.2 -0.40
C -2.0359 -5.3078 -0.2483 0.2 0.6 -1.0 -0.51
N -1.0160 -6.2605 -0.8043 -0.7 0.5 0.4 -0.66
C -2.0520 2.4118 -0.2145 -0.6 0.7 -0.3 -0.76
C -1.4058 3.8316 0.1759 -1.5 0.9 -1.0 -0.49
C -0.9976 4.6645 -1.1540 1.0 0.5 1.0 -0.88
C 0.4283 4.2579 -1.7616 -0.1 0.4 -1.0 -0.45
C 0.3523 3.0935 -2.8835 0.3 0.5 -0.4 -0.32
C 1.7708 2.4583 -3.2608 0.1 -0.7 0.3 -1.00
C 2.5286 1.8788 -1.9547 -0.5 -0.5 -0.9 0.76
C 3.5725 0.6926 -2.3182 -0.4 1.8 0.5 -0.72
O 3.5086 -0.2424 -1.1740 -0.9 -2.6 -2.0 -0.34
C 2.6181 -1.3053 -1.4933 -3.2 -0.3 -0.9 0.72
C 2.9250 -2.8390 -1.0875 1.0 1.5 0.6 -0.84
O 1.5265 -1.1252 -2.1003 4.1 -0.1 1.8 -0.51
H 1.4277 -1.9480 4.3900 -1.5 0.3 0.9 0.26
H 0.3208 -1.8422 5.9221 0.0 0.0 -1.6 0.34
H -0.3201 -2.4834 4.2533 0.9 0.9 1.0 0.20
H -1.1456 -0.0457 4.4883 1.4 -0.1 -0.3 0.29
H 0.6381 0.4607 4.9023 -1.4 -0.7 -1.0 0.31
H 0.0212 -1.0468 2.1445 0.3 1.2 1.0 -0.19
H 1.5380 -0.2196 2.7361 -1.8 0.1 0.0 0.38
H -0.4800 1.9773 2.8254 0.7 -0.9 -1.1 0.48
H 2.0473 1.0107 1.0589 -0.9 1.0 0.7 0.32
H 1.8121 2.5774 2.1216 -0.3 -1.0 -1.1 0.29
H 1.0173 2.3806 0.4297 1.0 -0.4 1.5 -0.40
H -0.4720 0.1200 -0.4055 0.3 0.0 -0.1 -0.06
H -2.6192 -0.6077 2.2341 -0.1 0.1 -1.5 0.31
H -3.6761 0.3311 1.0747 1.5 -0.7 0.2 0.35
H -2.6495 -1.2153 -0.9577 -0.2 -0.2 1.6 0.26
H -4.0129 -1.8460 0.0820 1.6 0.6 0.1 0.35
H -1.0304 -2.4614 0.8794 -1.4 -0.5 -0.4 -0.41
H -2.5557 -3.3609 1.3711 0.6 0.6 -1.2 0.32
H -2.4520 -3.5072 -1.6223 1.1 -0.4 0.9 0.35
H -0.6565 -3.6986 -1.0245 -1.5 0.0 0.0 0.14
H -3.1020 -5.5656 -0.5904 1.6 0.0 0.6 0.29
H -1.9804 -5.3929 0.8875 -0.1 0.3 -1.5 0.29
H -1.1761 -6.4096 -1.8068 0.4 0.3 0.6 0.25
H -0.0814 -5.8518 -0.6304 -0.8 -0.4 -0.5 0.25
H -3.1626 2.4296 0.0985 1.7 -0.1 -0.4 0.41
H -2.0777 2.2847 -1.3612 0.1 0.2 1.8 0.40
H -2.2538 4.4508 0.6568 1.4 -0.9 -0.6 0.39
H -0.5763 3.7895 0.9515 -0.9 0.0 -1.2 0.27
H -1.7947 4.6173 -1.9650 0.9 -0.2 1.1 0.29
H -0.9190 5.7770 -0.8544 -0.1 -1.7 -0.4 0.38
H 1.2111 4.0526 -0.9538 -1.3 0.1 -1.0 0.25
H 0.8146 5.1887 -2.3269 -0.4 -1.4 0.9 0.42
H -0.0710 3.5998 -3.8302 0.5 -0.9 1.4 0.40
H -0.3599 2.2478 -2.6161 1.0 1.1 -0.1 0.02
H 1.5994 1.5385 -3.9375 0.1 1.4 0.9 0.35
H 2.4181 3.1739 -3.8679 -0.8 -0.7 0.9 0.30
H 3.0158 2.7056 -1.3283 -0.6 -1.3 -0.9 0.37
H 1.7039 1.3597 -1.3404 1.4 0.9 -0.9 -0.68
H 4.6534 1.0695 -2.3591 -1.6 -0.6 0.1 0.31
H 3.3007 0.1909 -3.3068 0.3 0.6 1.5 0.37
H 2.0192 -3.2563 -0.5325 1.2 0.6 -1.0 0.15
H 3.8473 -2.8713 -0.3986 -1.4 -0.1 -1.2 0.29
H 3.1364 -3.3771 -2.0751 -0.4 0.7 1.5 0.29
```
Positions in Å, forces in eV/Å.

As for the HOMO-LUMO gap: 9.62 eV. For the energy, the calculation gives -1282.41429 a.u. Its SMILES is CCC[C@@H](C)[Si@@H](CCCCCN)CCCCCCCCOC(C)=O. As for the relative energy (zero: lowest compared OMol25 entry of this formula, charge and spin): 4.587 eV.

---

C2H9O | ωB97M-V/def2-TZVPD

The geometry in XYZ format:
```
12
Properties=species:S:1:pos:R:3:forces:R:3:mulliken_charge:R:1
O 3.1694 2.9984 -0.7997 0.3 0.0 0.0 -0.66
H 3.9417 2.6420 -1.2569 -0.2 0.0 0.0 0.33
H -1.2682 0.1208 2.5382 0.1 0.0 0.1 -0.13
H 3.5122 3.8092 -0.4050 -0.2 0.0 0.0 0.33
C -1.9106 -1.1889 -0.9079 0.3 0.2 0.5 0.06
C -0.8308 -1.5918 -0.1164 0.6 -0.6 0.7 -0.62
H -2.4732 -0.2943 -0.6462 -0.1 -0.1 -0.1 0.29
H -2.1437 -1.7499 -1.8006 -0.3 0.1 -0.3 0.29
H -0.6506 0.1222 2.9554 -0.1 0.0 -0.1 0.15
H -0.3211 -2.4949 -0.3656 0.1 -0.7 -0.6 0.33
H -0.0775 -0.7772 -0.1762 -0.1 0.5 -0.1 0.36
H -0.9477 -1.5957 0.9812 -0.5 0.6 0.0 0.27
```
Positions in Å, forces in eV/Å.

As for the HOMO-LUMO gap: 5.68 eV. For the energy, the calculation gives -156.42105 a.u. As for the relative energy (zero: lowest compared OMol25 entry of this formula, charge and spin): 1.772 eV. The total charge is +1.

---

C3H5LiO3Sm | ωB97M-V/def2-TZVPD

The geometry in XYZ format:
```
13
Properties=species:S:1:pos:R:3:forces:R:3:mulliken_spin:R:1
H 2.5835 1.3561 -0.9220 0.2 -0.3 0.6 0.00
O -1.5441 0.3338 -0.2317 -0.1 3.3 0.8 -0.04
C -0.8487 -0.8858 -0.1268 0.9 -2.0 -0.2 0.00
C 0.5000 -0.8252 0.5631 -0.2 -0.1 0.4 0.00
O 1.5543 -0.2313 -0.2402 0.3 1.2 0.3 0.00
C 1.7654 1.0383 -0.2514 1.5 -2.1 -2.8 0.00
O 1.0159 1.9043 0.2009 -2.4 1.3 1.5 -0.02
Li -3.1192 0.0808 -1.1299 -0.8 -0.8 -0.6 0.00
Sm -1.0825 2.3220 0.5253 0.7 -1.1 -0.1 5.07
H -0.7019 -1.3319 -1.1258 -0.1 0.2 0.2 0.00
H -1.4345 -1.6085 0.4687 0.0 0.3 -0.2 0.00
H 0.8539 -1.8459 0.7380 -0.1 0.2 0.0 0.00
H 0.4579 -0.3067 1.5319 0.1 -0.1 0.0 0.00
```
Positions in Å, forces in eV/Å.

As for the expectation value of S²: 8.772. As for the HOMO-LUMO gap (spin up / spin down): 7.41 / 9.95 eV. For the energy, the calculation gives -1007.39783 a.u. Its spin multiplicity is 6. The total charge is +3.

---

C3H3LiMgO4 | ωB97M-V/def2-TZVPD

The geometry in XYZ format:
```
12
Properties=species:S:1:pos:R:3:forces:R:3:mulliken_spin:R:1
C -1.3786 0.6645 0.4913 0.3 1.6 0.2 0.00
C -0.6335 0.6750 -0.8143 -0.3 -0.2 -0.1 -0.01
O 0.6841 0.2154 -0.6475 0.1 1.5 1.1 -0.04
C 0.8513 -1.0983 -0.2074 2.4 -3.1 -3.7 -0.08
O 1.6281 -1.2653 0.7802 0.0 2.0 2.5 0.00
O 0.7253 -1.9342 -1.0690 -2.1 -0.3 0.1 0.03
O -0.8839 0.2966 1.5365 -0.2 -0.8 -0.1 0.00
H -2.3369 1.2177 0.4853 -0.1 -0.5 0.0 0.00
H -0.5483 1.7094 -1.1745 -0.4 -0.2 0.0 0.00
H -1.1990 0.0588 -1.5322 0.3 0.2 -0.1 0.00
Mg 2.8030 0.5842 -0.0661 -0.3 -0.4 0.3 1.09
Li 0.2886 -1.1237 2.2177 0.3 0.1 -0.2 0.00
```
Positions in Å, forces in eV/Å.

As for the expectation value of S²: 0.750. As for the HOMO-LUMO gap (spin up / spin down): 7.25 / 9.11 eV. For the energy, the calculation gives -624.49547 a.u. As for the relative energy (zero: lowest compared OMol25 entry of this formula, charge and spin): 1.654 eV. Its spin multiplicity is 2. The total charge is +1.

---

C3H8NO | ωB97M-V/def2-TZVPD

The geometry in XYZ format:
```
13
Properties=species:S:1:pos:R:3:forces:R:3:mulliken_charge:R:1
C 0.3493 -1.9366 -1.2798 -2.5 -1.0 -0.9 -0.64
O -0.8799 -1.9211 -0.6560 0.8 0.0 0.6 -0.86
H 0.6069 -0.9125 -1.5897 0.6 0.1 -0.7 0.14
H 1.2173 -2.3440 -0.7652 0.7 -0.2 1.0 0.17
H 0.2593 -2.6949 -2.1532 0.6 1.2 0.1 0.23
C -0.7270 1.9912 0.2797 2.0 2.0 0.6 -0.68
C 0.5035 0.3024 1.4597 1.6 0.3 0.6 -0.13
N 0.5111 1.5096 1.0244 -3.1 0.6 2.5 -0.50
H -1.5562 2.5898 0.8188 1.6 -1.5 0.5 0.23
H -1.1440 1.2142 -0.2368 -1.4 -2.0 -1.6 0.34
H -0.3976 2.7975 -0.3540 0.3 0.0 -0.9 0.24
H 0.8613 0.0386 2.4990 0.8 0.9 -0.7 0.19
H 0.3962 -0.6342 0.9533 -1.9 -0.4 -1.1 0.28
```
Positions in Å, forces in eV/Å.

As for the HOMO-LUMO gap: 5.95 eV. For the energy, the calculation gives -248.96815 a.u. As for the relative energy (zero: lowest compared OMol25 entry of this formula, charge and spin): 3.223 eV. The total charge is -1.

---

C12H11ClN4O | ωB97M-V/def2-TZVPD

The geometry in XYZ format:
```
29
Properties=species:S:1:pos:R:3:forces:R:3:mulliken_charge:R:1
C 3.2785 -1.4860 0.5307 0.2 0.5 -1.0 -1.21
C 2.7165 -0.0863 0.1106 -0.7 2.1 -0.1 0.69
C 3.3086 1.1740 0.6235 -1.8 0.6 -1.3 -0.64
C 2.7848 2.4851 0.2132 -1.0 -1.2 -1.0 -0.40
C 1.6661 2.6244 -0.7450 1.2 -2.7 1.1 -0.67
C 1.0736 1.3840 -1.2408 1.5 0.2 1.3 -0.41
C 1.5775 0.0558 -0.8099 0.6 1.2 0.2 0.46
C 0.7906 -1.1817 -1.4189 -0.2 1.4 0.7 -0.62
C -0.6346 -1.1235 -0.7336 2.5 -0.6 -1.6 0.51
N -1.6365 -0.6957 -1.5396 0.4 -0.5 1.5 -0.28
N -2.8113 -0.6030 -0.9533 0.8 -0.4 1.3 -0.32
C -2.8198 -0.9502 0.3524 -2.4 0.2 1.3 0.59
C -4.2218 -0.7865 1.0666 -0.1 0.3 -0.4 -0.55
C -4.5816 0.7582 1.1403 0.4 -1.0 0.1 0.49
O -3.8623 1.5498 1.6484 -0.6 -0.3 -0.5 -0.39
Cl -6.1973 1.2356 0.4338 0.9 -0.3 0.4 -0.20
N -1.8284 -1.4165 1.1487 -0.4 0.5 -1.4 -0.42
N -0.6542 -1.5097 0.5657 -0.9 0.5 -1.2 -0.12
H 3.3485 -2.0911 -0.4216 0.0 0.4 1.1 0.31
H 2.6273 -2.0354 1.2562 0.5 0.6 -0.6 0.27
H 4.3298 -1.3964 0.9301 -1.2 0.0 -0.3 0.37
H 4.1573 1.1936 1.3535 -0.9 -0.4 -0.8 0.30
H 3.2297 3.4436 0.5921 -0.3 -1.3 -0.3 0.31
H 1.3201 3.6411 -1.0555 0.3 -1.2 0.3 0.35
H 0.2174 1.4396 -1.9673 1.0 -0.2 0.8 0.32
H 0.7140 -0.9758 -2.5254 -0.2 -0.5 1.2 0.29
H 1.3115 -2.1511 -1.2270 -0.6 0.9 -0.1 0.38
H -5.0236 -1.3725 0.5327 0.9 0.8 0.5 0.33
H -4.1806 -1.1232 2.1393 0.2 0.3 -1.1 0.27
```
Positions in Å, forces in eV/Å.

As for the HOMO-LUMO gap: 7.78 eV. For the energy, the calculation gives -1218.21179 a.u. Its SMILES is Cc1ccccc1Cc1nnc(CC(=O)Cl)nn1.

---

C3H2N5O6 | ωB97M-V/def2-TZVPD

The geometry in XYZ format:
```
16
Properties=species:S:1:pos:R:3:forces:R:3:mulliken_charge:R:1
C 0.4726 0.8740 -0.3559 0.5 -1.1 -0.5 0.38
C -0.7073 0.1490 -0.1569 -0.3 -2.1 0.2 0.03
C 1.4642 0.0889 -1.0223 -0.7 0.6 1.4 -0.50
N 0.8392 -1.0906 -1.0610 0.9 -1.7 -1.2 -0.08
N -0.4827 -1.1428 -0.6504 -1.3 2.5 1.9 0.53
N -1.8083 0.6384 0.5203 0.8 0.5 -1.0 0.13
N 0.5826 2.1518 0.1011 1.2 2.2 -1.2 0.90
N 3.5672 -0.1862 0.1657 1.4 0.5 0.2 0.59
O -2.9551 0.1236 0.3846 -0.7 0.0 0.4 -0.56
O 1.4453 2.8606 -0.4348 -0.4 -0.1 1.0 -0.58
O 3.8093 0.6734 0.9849 -0.6 -0.7 -0.7 -0.43
O 4.3825 -0.8186 -0.4722 -0.8 0.2 0.3 -0.46
O -1.2384 -2.1743 -0.6110 0.9 0.2 -0.4 -0.76
O -0.2189 2.6103 0.9561 0.6 -0.1 -0.3 -0.74
H 1.3112 -1.9751 -1.3027 -0.9 0.7 0.1 0.23
H -1.6083 1.6602 0.8156 -0.6 -1.7 -0.1 0.32
```
Positions in Å, forces in eV/Å.

As for the HOMO-LUMO gap (spin up / spin down): 6.89 / 6.11 eV. For the energy, the calculation gives -840.39196 a.u. As for the relative energy (zero: lowest compared OMol25 entry of this formula, charge and spin): 5.540 eV. The total charge is -1.

---

H30O15 | ωB97M-V/def2-TZVPD

The geometry in XYZ format:
```
45
Properties=species:S:1:pos:R:3:forces:R:3:mulliken_charge:R:1
H -0.5539 0.9232 0.1778 -1.1 3.7 -0.4 0.31
H 0.6606 0.0666 0.1662 -0.4 0.0 0.9 0.11
H 2.8279 0.1486 2.6225 -0.8 -0.6 0.6 0.35
H 3.4013 -1.0728 3.2119 1.1 -1.2 0.1 0.30
H -2.5040 -0.8310 -2.0856 1.2 -0.7 2.1 0.27
H -2.5946 -0.0559 -3.2446 -1.0 -0.9 -0.2 0.33
H -2.1200 1.1224 2.4084 0.8 -1.9 -1.2 0.25
H -2.9430 1.5444 3.5326 0.3 0.6 -0.8 0.34
H -1.0945 -2.2755 -1.0934 2.6 -0.3 -0.3 0.25
H -0.4961 -2.7968 0.1050 0.6 -0.5 0.7 0.25
H 2.5216 0.4070 -0.0517 -0.5 -1.1 -2.1 0.26
H 3.5167 1.0638 0.6934 -0.4 0.2 0.6 0.31
H -2.3047 3.9727 -1.8644 -0.6 -1.1 0.0 0.31
H -3.4736 3.7761 -1.0210 -1.6 0.8 1.8 0.30
H 1.3900 -3.6151 2.9998 -0.6 0.9 1.5 0.31
H 1.3106 -3.1345 1.5076 0.3 -0.4 1.0 0.31
H -0.1798 -2.7459 -4.5204 -0.2 -0.1 -0.1 0.23
H 0.0933 -2.9797 -3.0111 -1.4 2.3 -1.9 0.29
H 1.9460 -2.7125 -1.8282 1.2 0.7 -1.4 0.27
H 3.1657 -2.5807 -2.9073 0.8 -1.2 0.0 0.25
H 1.9711 2.9599 1.1985 -0.5 -0.6 -2.0 0.36
H 2.3861 3.3928 -0.2917 -0.5 -0.3 0.4 0.22
H -5.1846 -0.5759 3.1994 0.1 0.2 0.3 0.32
H -3.9622 -0.9051 2.3865 -0.1 0.6 1.2 0.31
H 0.5943 2.7704 3.0628 -0.8 1.3 2.0 0.25
H 0.1864 1.8355 2.0271 0.0 -0.3 -0.4 0.27
H 0.6682 1.9692 -2.2899 -0.2 0.6 -0.5 0.26
H 1.1494 1.3788 -1.0780 1.1 0.1 1.0 0.26
H 0.0009 0.2487 -2.5669 0.1 -0.6 0.5 0.24
H 0.4253 -0.5557 -1.3051 -0.7 0.0 -1.9 0.34
O -0.3043 0.0562 0.1692 0.6 -4.1 2.0 -0.52
O 2.6378 -0.5379 3.3042 -0.5 1.5 -0.4 -0.61
O -3.0843 -0.7979 -2.8063 -0.2 1.6 -1.9 -0.62
O -2.4389 1.9130 2.7677 -1.1 1.2 1.9 -0.60
O -0.1685 -2.5684 -0.7671 -2.9 0.1 -0.2 -0.55
O 2.6324 0.6789 0.8273 2.0 -0.8 1.5 -0.51
O -3.0069 3.3033 -1.6627 2.2 0.3 -1.7 -0.59
O 1.6204 -3.8294 2.1251 0.3 -0.3 -2.5 -0.63
O -0.3739 -2.3225 -3.6757 1.0 -3.2 0.9 -0.47
O 2.4329 -2.1548 -2.5031 -1.5 0.2 1.5 -0.53
O 1.8348 2.7608 0.2118 1.3 2.8 0.3 -0.52
O -4.2223 -0.5180 3.2633 0.1 -0.7 -1.5 -0.62
O 0.9607 2.2844 2.3697 0.4 -1.1 -0.2 -0.53
O 0.3312 1.5918 -1.4795 -1.0 2.7 -1.3 -0.59
O 0.3445 -0.6026 -2.2841 0.5 -0.6 0.3 -0.50
```
Positions in Å, forces in eV/Å.

As for the HOMO-LUMO gap: 9.16 eV. For the energy, the calculation gives -1146.39244 a.u. As for the relative energy (zero: lowest compared OMol25 entry of this formula, charge and spin): 6.738 eV.